Formula: C33H20Br2Cl5N2O2S3Y
Source: the Open Molecules 2025 dataset
Level of theory: ωB97M-V/def2-TZVPD

Net charge ... -2
Energy relative to the best compared isomer or geometry (same formula, charge and spin) ... 32.4 kJ/mol
E_LUMO ... 3.9 eV
Multiplicity ... 1

The geometry in XYZ format:
```
68
C33H20Br2Cl5N2O2S3Y, DFT ωB97M-V/def2-TZVPD
Y 0.37 0.52 0.42
O -0.98 4.21 -2.04
C -0.32 4.12 -3.20
C -0.46 5.12 -4.16
C 0.23 5.06 -5.35
C 1.10 4.01 -5.61
C 1.25 3.01 -4.65
C 0.54 3.04 -3.46
C 0.66 1.89 -2.48
O 0.21 2.16 -1.23
N -0.15 0.79 -3.07
N -0.56 -0.20 -2.30
C -1.16 -1.20 -2.83
C -1.65 -2.33 -2.08
Br -1.51 -2.12 -0.20
C -2.17 -3.39 -2.73
C -2.70 -4.66 -2.26
C -3.19 -4.91 -0.98
C -3.69 -6.16 -0.64
C -3.72 -7.19 -1.57
C -3.25 -6.96 -2.85
C -2.75 -5.71 -3.19
H -0.59 3.47 -1.46
H -1.13 5.94 -3.93
H 0.11 5.85 -6.08
H 1.66 3.97 -6.54
H 1.93 2.19 -4.83
H 1.72 1.55 -2.46
H -0.30 0.74 -4.07
H -1.30 -1.24 -3.92
H -2.13 -3.32 -3.82
H -3.19 -4.13 -0.23
H -4.06 -6.32 0.37
H -4.10 -8.16 -1.29
H -3.27 -7.75 -3.59
H -2.39 -5.54 -4.20
S 0.47 -3.13 3.95
C 0.38 -1.91 2.83
S -1.05 -0.98 2.57
S 1.74 -1.45 1.85
Br -2.64 1.55 0.08
C -2.35 3.14 1.10
C -3.28 4.13 1.00
C -3.18 5.26 1.84
C -2.19 5.32 2.78
C -1.23 4.29 2.89
C -0.25 4.32 3.91
C 0.64 3.29 4.03
C 0.65 2.24 3.09
C -0.24 2.17 2.02
C -1.24 3.18 2.00
H -4.10 4.04 0.30
H -3.91 6.05 1.75
H -2.13 6.16 3.46
H -0.24 5.15 4.61
H 1.37 3.28 4.84
H 1.41 1.47 3.21
Cl 2.34 -1.35 -1.58
C 3.39 -0.11 -0.91
C 2.79 0.90 -0.17
C 3.66 1.91 0.21
Cl 2.99 3.29 1.04
C 5.02 1.91 -0.06
Cl 6.05 3.21 0.45
C 5.57 0.85 -0.77
Cl 7.26 0.81 -1.13
C 4.74 -0.17 -1.22
Cl 5.41 -1.47 -2.15
```

Formula: C4H8N2O
Source: the Open Molecules 2025 dataset
Level of theory: ωB97M-V/def2-TZVPD

Structure (SMILES) ... C=C1OCNN1C
Energy relative to the best compared isomer or geometry (same formula, charge and spin) ... 518.0 kJ/mol
E_LUMO ... 1.0 eV
Multiplicity ... 1

The geometry in XYZ format:
```
15
C4H8N2O, DFT ωB97M-V/def2-TZVPD
C -1.14 0.18 0.03
C -2.12 1.07 0.21
C 0.28 -1.68 -0.22
C 1.27 1.09 -0.24
N 0.91 -1.00 0.83
N 0.55 0.37 0.71
O -1.03 -1.12 -0.42
H -3.03 0.99 -0.36
H -1.86 2.08 0.30
H 1.07 -1.67 -1.08
H 0.17 -2.86 -0.01
H 1.28 0.54 -1.27
H 0.83 2.12 -0.15
H 2.33 1.23 -0.07
H 0.49 -1.33 1.73
```

Formula: C2H4Cl4Si
Source: the Open Molecules 2025 dataset
Level of theory: ωB97M-V/def2-TZVPD

Energy relative to the best compared isomer or geometry (same formula, charge and spin) ... 563.9 kJ/mol
E_LUMO ... -2.4 eV
Multiplicity ... 1

The geometry in XYZ format:
```
11
C2H4Cl4Si, DFT ωB97M-V/def2-TZVPD
C -0.88 0.18 -0.64
C 0.05 -2.37 1.09
Si -0.71 -1.61 -0.53
Cl -0.65 -1.43 2.56
Cl -0.32 -4.06 1.34
Cl -0.30 -2.78 -2.10
Cl 2.76 -1.29 0.39
H -1.61 0.71 -0.01
H 0.23 0.43 -0.22
H -0.92 0.65 -1.70
H 1.20 -2.01 0.84
```

Formula: C4H11N2Si
Source: the Open Molecules 2025 dataset
Level of theory: ωB97M-V/def2-TZVPD

Net charge ... +1
Energy relative to the best compared isomer or geometry (same formula, charge and spin) ... 14.7 kJ/mol
E_LUMO ... -4.6 eV
Multiplicity ... 1

The geometry in XYZ format:
```
18
C4H11N2Si, DFT ωB97M-V/def2-TZVPD
C -0.78 0.86 1.37
C 1.51 0.95 -0.97
C -1.40 -0.60 -1.40
C 0.38 -1.98 0.99
N 1.38 -3.27 -0.78
N 0.96 -2.76 0.13
Si -0.12 0.14 -0.23
H -1.84 0.61 1.38
H -0.37 0.40 2.28
H -0.67 1.94 1.41
H 2.31 0.96 -0.18
H 1.71 0.21 -1.80
H 1.40 2.02 -1.22
H -2.50 -0.63 -0.89
H -1.32 0.10 -2.22
H -1.13 -1.61 -1.74
H 1.17 -1.55 1.74
H -0.65 -2.31 1.50
```

Formula: C14H18BMoN7O2
Source: the Open Molecules 2025 dataset
Level of theory: ωB97M-V/def2-TZVPD

Net charge ... +2
Expectation value of S² ... 2.02
E_LUMO (alpha / beta) ... -9.2 / -11.4 eV
Multiplicity ... 3

The geometry in XYZ format:
```
43
C14H18BMoN7O2, DFT ωB97M-V/def2-TZVPD
H -2.62 -1.60 -0.85
N -1.48 0.17 -0.70
B -0.63 2.57 -0.76
N -1.78 1.52 -0.81
C -3.09 1.66 -1.06
Mo 0.71 -0.51 -0.44
H -3.51 2.63 -1.17
C -3.68 0.38 -1.09
H -4.72 0.15 -1.24
C -2.64 -0.52 -0.87
H -1.01 3.70 -0.99
C 2.48 -1.04 -0.35
H 2.76 -2.06 -0.88
H 3.03 -1.07 0.69
H 3.05 -0.35 -1.01
N 0.41 2.09 -1.84
N 0.11 2.41 0.60
N 1.02 0.81 -1.85
N 0.66 1.18 0.98
C 0.78 2.76 -2.92
C 0.30 3.31 1.57
H 0.38 3.73 -3.10
H -0.12 4.28 1.42
C 1.69 1.99 -3.66
C 0.98 2.69 2.64
C 1.86 0.80 -2.98
C 1.19 1.37 2.23
H 2.17 2.30 -4.57
H 1.24 3.16 3.57
H 2.48 -0.05 -3.24
H 1.64 0.55 2.76
H 0.41 -1.96 -1.23
O -1.44 -3.27 -0.46
C -0.86 -3.15 0.62
C -0.93 -4.17 1.76
C -0.11 -3.57 2.86
C 0.52 -2.31 2.24
O 1.42 -1.65 2.78
N -0.09 -2.08 1.02
H -1.98 -4.28 2.01
H -0.52 -5.13 1.42
H -0.73 -3.22 3.69
H 0.68 -4.23 3.22
```

Formula: C6H13NO4
Source: the Open Molecules 2025 dataset
Level of theory: ωB97M-V/def2-TZVPD

Energy relative to the best compared isomer or geometry (same formula, charge and spin) ... 1028.6 kJ/mol
E_LUMO ... -0.3 eV
Multiplicity ... 1

The geometry in XYZ format:
```
24
C6H13NO4, DFT ωB97M-V/def2-TZVPD
C -2.07 -0.06 -1.02
C -0.62 -0.46 -0.80
C 0.55 -1.17 1.23
C 1.84 -0.70 0.47
C 1.39 0.83 0.29
C -0.12 0.95 -0.22
H -2.98 0.24 0.58
H -2.23 1.31 -0.95
H -2.95 -0.18 -2.27
H -0.04 -0.78 -1.81
H -1.18 -1.72 0.56
H 0.86 -1.91 2.14
H 0.15 -0.13 1.73
H 2.81 -0.66 1.20
H 1.66 -2.05 -0.78
H 1.63 1.39 1.21
H 2.39 0.77 -1.00
H 0.07 1.76 -0.94
H -1.45 2.81 0.74
N -0.27 -1.44 -0.01
O -2.88 -0.71 0.16
O 2.32 -1.19 -0.78
O 2.19 1.53 -0.62
O -1.08 1.55 0.91
```

Formula: C5H8O
Source: the Open Molecules 2025 dataset
Level of theory: ωB97M-V/def2-TZVPD

Energy relative to the best compared isomer or geometry (same formula, charge and spin) ... 351.8 kJ/mol
E_LUMO ... 1.0 eV
Multiplicity ... 1

The geometry in XYZ format:
```
14
C5H8O, DFT ωB97M-V/def2-TZVPD
C 1.47 -0.41 -0.75
C 0.18 -0.05 -0.09
C -0.72 -0.91 0.73
C -1.22 0.06 -0.51
O -1.37 1.44 -0.30
C -0.22 1.31 0.56
H 1.39 -1.40 -1.21
H 2.26 -0.45 0.01
H 1.76 0.32 -1.52
H -0.94 -1.94 0.47
H -0.49 -0.83 1.80
H -1.83 -0.36 -1.31
H -0.67 1.00 1.51
H 0.41 2.19 0.62
```

Formula: C3H14NO3S
Source: the Open Molecules 2025 dataset
Level of theory: ωB97M-V/def2-TZVPD

Net charge ... -1
Energy relative to the best compared isomer or geometry (same formula, charge and spin) ... 106.7 kJ/mol
E_LUMO ... 3.3 eV
Multiplicity ... 1

The geometry in XYZ format:
```
22
C3H14NO3S, DFT ωB97M-V/def2-TZVPD
C -1.64 -0.26 0.73
C -0.62 0.50 -0.09
C -1.06 1.92 -0.41
S 0.32 2.90 -1.20
N 0.69 0.41 0.53
H -1.74 0.15 1.75
H -1.44 -1.33 0.76
H -2.68 -0.15 0.38
H -0.50 0.01 -1.07
H -1.82 1.90 -1.20
H -1.40 2.48 0.47
H 1.37 0.75 -0.13
H 0.76 1.17 1.22
H -0.34 -1.96 -1.73
H -1.34 -2.62 -2.69
O -0.83 -2.78 -1.88
H 2.86 0.59 -1.70
H 3.40 1.35 -0.52
O 3.45 0.48 -0.93
H 0.56 -1.44 3.16
H 0.99 -1.90 1.81
O 1.01 -2.18 2.74
```

Formula: C3H9NO
Source: the Open Molecules 2025 dataset
Level of theory: ωB97M-V/def2-TZVPD

Net charge ... -1
Energy relative to the best compared isomer or geometry (same formula, charge and spin) ... 80.7 kJ/mol
Expectation value of S² ... 0.75
E_LUMO (alpha / beta) ... 4.1 / 4.0 eV
Multiplicity ... 2

The geometry in XYZ format:
```
14
C3H9NO, DFT ωB97M-V/def2-TZVPD
N -1.07 0.23 0.49
C 0.23 0.11 -0.18
C -0.75 -1.29 -2.11
C 0.24 -0.59 -1.52
H -1.38 1.18 0.26
H -1.78 -0.37 0.14
H 0.94 -0.46 0.44
H 0.65 1.09 -0.42
H -0.42 -1.86 -2.97
H -1.75 -1.24 -1.70
H 1.23 -0.68 -1.97
H 2.08 1.36 3.06
H 0.60 0.87 3.20
O 1.18 1.65 3.28
```

Formula: C36H51N6O7SiV
Source: the Open Molecules 2025 dataset
Level of theory: ωB97M-V/def2-TZVPD

Energy relative to the best compared isomer or geometry (same formula, charge and spin) ... 55.4 kJ/mol
Expectation value of S² ... 2.01
E_LUMO (alpha / beta) ... 0.3 / 0.1 eV
Multiplicity ... 3

The geometry in XYZ format:
```
102
C36H51N6O7SiV, DFT ωB97M-V/def2-TZVPD
V 0.31 1.21 -0.51
O 0.87 2.21 -4.08
C 0.03 2.16 -3.20
N 0.05 2.80 -2.00
C -1.13 3.45 -1.62
C -1.97 4.14 -2.49
C -3.06 4.84 -1.99
C -3.31 4.88 -0.63
C -2.49 4.19 0.26
C -1.42 3.47 -0.24
N -0.50 2.70 0.49
C -0.04 3.01 1.71
O -0.50 3.76 2.55
C 1.31 2.35 1.93
C 2.06 2.62 3.07
C 3.32 2.06 3.18
C 3.79 1.25 2.15
C 2.98 1.04 1.05
N 1.77 1.58 0.94
C -1.06 1.10 -3.28
C -1.74 0.75 -4.43
C -2.66 -0.28 -4.35
C -2.82 -0.94 -3.15
C -2.08 -0.55 -2.05
N -1.22 0.47 -2.11
H -1.74 4.16 -3.55
H -3.71 5.38 -2.67
H -4.15 5.45 -0.25
H -2.67 4.21 1.33
H 1.63 3.27 3.82
H 3.93 2.26 4.05
H 4.76 0.79 2.20
H 3.30 0.41 0.23
H -1.54 1.29 -5.35
H -3.23 -0.58 -5.22
H -3.52 -1.76 -3.05
H -2.15 -1.05 -1.09
C 1.83 -3.87 2.75
C 1.23 -3.07 1.61
C 2.28 -2.15 0.99
C 0.67 -4.01 0.55
O 0.18 -2.28 2.20
Si -0.97 -1.29 1.57
O -0.35 -0.18 0.59
O -2.03 -2.16 0.67
C -3.28 -2.81 0.98
C -3.15 -3.66 2.23
C -4.36 -1.75 1.15
C -3.59 -3.69 -0.22
O -1.79 -0.69 2.84
C -1.49 -0.33 4.19
C -0.16 0.40 4.27
C -1.45 -1.60 5.04
C -2.62 0.58 4.64
H 2.66 -4.48 2.40
H 1.08 -4.52 3.19
H 2.20 -3.19 3.52
H 3.08 -2.74 0.54
H 2.72 -1.52 1.77
H 1.84 -1.51 0.23
H 1.47 -4.63 0.14
H 0.20 -3.45 -0.27
H -0.09 -4.66 0.98
H -2.89 -3.05 3.09
H -2.38 -4.42 2.10
H -4.10 -4.17 2.44
H -4.12 -1.09 1.99
H -5.33 -2.22 1.34
H -4.44 -1.14 0.25
H -2.79 -4.41 -0.38
H -3.69 -3.08 -1.12
H -4.53 -4.23 -0.08
H 0.63 -0.18 3.80
H 0.11 0.58 5.31
H -0.26 1.37 3.78
H -0.71 -2.29 4.65
H -2.43 -2.09 5.04
H -1.20 -1.36 6.08
H -2.64 1.48 4.02
H -2.48 0.88 5.68
H -3.58 0.07 4.56
C 1.61 -1.34 -3.59
N 2.72 -0.40 -3.53
C 3.49 -0.28 -4.76
C 4.79 0.44 -4.46
C 4.46 1.78 -3.83
N 3.57 1.61 -2.69
C 3.43 2.80 -1.85
C 2.66 0.62 -2.64
O 1.79 0.56 -1.73
H 0.82 -0.98 -4.26
H 1.18 -1.48 -2.60
H 1.98 -2.30 -3.96
H 2.91 0.27 -5.51
H 3.67 -1.28 -5.14
H 5.37 0.59 -5.37
H 5.39 -0.16 -3.77
H 3.97 2.43 -4.56
H 5.36 2.28 -3.48
H 3.60 3.67 -2.48
H 4.16 2.79 -1.04
H 2.42 2.89 -1.46
```

Formula: C17H19NO
Source: the Open Molecules 2025 dataset
Level of theory: ωB97M-V/def2-TZVPD

Structure (SMILES) ... Cc1c[nH]c2ccccc12.CCc1ccc(O)cc1
Energy relative to the best compared isomer or geometry (same formula, charge and spin) ... 224.1 kJ/mol
E_LUMO ... 0.7 eV
Multiplicity ... 1

The geometry in XYZ format:
```
38
C17H19NO, DFT ωB97M-V/def2-TZVPD
C 0.27 2.72 -2.44
C 1.21 3.88 -2.79
C -0.44 2.93 -1.11
C 0.06 2.21 0.01
C -1.70 3.44 -0.95
C -0.58 2.20 1.21
C -2.43 3.37 0.26
C -1.84 2.79 1.36
O -2.60 2.54 2.48
H -0.45 2.56 -3.24
H 0.80 1.78 -2.27
H 0.69 4.81 -2.96
H 1.03 1.75 -0.12
H -2.20 4.14 -1.61
H -0.19 1.82 2.15
H -3.29 4.02 0.24
H -2.15 2.77 3.30
H 1.69 3.74 -3.76
H 1.92 3.90 -1.97
C 2.86 -2.80 -0.72
C 0.61 -3.16 0.48
C 1.81 -2.41 0.26
C 0.01 -2.70 1.67
C 1.96 -1.61 1.36
C -0.10 -4.09 -0.30
C -1.34 -2.93 1.92
C -1.35 -4.49 0.09
C -2.00 -3.88 1.18
N 0.84 -1.68 2.15
H 0.45 -4.44 -1.16
H 3.85 -2.37 -0.56
H 2.60 -2.58 -1.75
H 2.83 -1.02 1.60
H 0.94 -1.64 3.16
H -1.85 -2.30 2.65
H -1.85 -5.35 -0.34
H -3.07 -4.03 1.24
H 2.99 -3.89 -0.71
```

Formula: H3N3O4S
Source: the Open Molecules 2025 dataset
Level of theory: ωB97M-V/def2-TZVPD

Structure (SMILES) ... [H]/N=[N+](\[O-])OS(N)(=O)=O
Energy relative to the best compared isomer or geometry (same formula, charge and spin) ... 41.0 kJ/mol
E_LUMO ... 0.1 eV
Multiplicity ... 1

The geometry in XYZ format:
```
11
H3N3O4S, DFT ωB97M-V/def2-TZVPD
N -1.49 0.51 -0.25
N 2.34 -1.44 -0.03
N 1.93 -0.30 -0.14
O 2.28 0.57 -0.82
O 0.83 -0.01 0.81
O -0.06 -1.28 -1.03
O -1.06 -1.45 1.26
S -0.54 -0.70 0.21
H -1.54 0.91 -1.19
H -2.25 0.65 0.39
H 2.75 -1.74 -0.98
```

Formula: C3H7NO2
Source: the Open Molecules 2025 dataset
Level of theory: ωB97M-V/def2-TZVPD

Energy relative to the best compared isomer or geometry (same formula, charge and spin) ... 720.4 kJ/mol
E_LUMO (alpha / beta) ... -0.3 / -0.3 eV
Multiplicity ... 1

The geometry in XYZ format:
```
13
C3H7NO2, DFT ωB97M-V/def2-TZVPD
C 0.80 0.03 1.34
C 0.12 -0.64 0.31
N 1.08 -0.97 -0.60
O 0.95 -0.03 -1.50
C -1.25 -0.15 -0.11
O -1.73 -0.70 -1.31
H 1.79 -0.33 1.61
H 1.14 1.12 0.34
H 0.26 0.62 2.09
H 1.13 1.01 -0.71
H -1.25 0.96 -0.13
H -1.96 -0.45 0.67
H -1.08 -0.46 -2.00
```

Formula: C5H12N2O
Source: the Open Molecules 2025 dataset
Level of theory: ωB97M-V/def2-TZVPD

Energy relative to the best compared isomer or geometry (same formula, charge and spin) ... 578.6 kJ/mol
E_LUMO (alpha / beta) ... -0.7 / -0.7 eV
Multiplicity ... 1

The geometry in XYZ format:
```
20
C5H12N2O, DFT ωB97M-V/def2-TZVPD
C 2.03 1.38 0.16
C -1.11 -0.48 1.41
N 1.14 0.33 0.63
C -0.50 0.40 0.32
N -1.00 1.63 0.30
H 1.43 -0.03 1.55
H -0.53 2.21 -0.40
H 1.67 1.75 -0.79
H 3.03 0.97 0.03
H 2.08 2.20 0.89
H -0.56 -1.41 1.53
H -1.10 0.07 2.35
H -2.15 -0.69 1.16
C -1.12 -1.60 -1.33
C -0.17 -0.46 -1.02
O 1.10 -0.88 -0.67
H -0.13 0.24 -1.87
H -0.85 -2.09 -2.27
H -2.14 -1.20 -1.44
H -1.12 -2.35 -0.54
```

Formula: C5H9F2N
Source: the Open Molecules 2025 dataset
Level of theory: ωB97M-V/def2-TZVPD

Structure (SMILES) ... C=CC(F)(F)CNC
Energy relative to the best compared isomer or geometry (same formula, charge and spin) ... 205.7 kJ/mol
E_LUMO ... 0.8 eV
Multiplicity ... 1

The geometry in XYZ format:
```
17
C5H9F2N, DFT ωB97M-V/def2-TZVPD
C 0.46 -1.66 1.29
C -0.60 -1.02 1.80
C 0.50 1.66 -0.91
C -1.07 -0.26 -0.94
C -1.62 -0.45 0.86
N 0.25 0.22 -1.11
F -2.62 -1.35 0.60
F -2.30 0.59 1.41
H 1.32 -1.98 1.73
H 0.33 -2.12 0.22
H -0.61 -0.56 2.75
H -0.12 2.23 -1.57
H 0.56 2.13 0.15
H 1.57 1.94 -1.31
H -1.91 0.25 -1.51
H -1.27 -1.28 -1.21
H 0.86 -0.27 -0.44
```

Formula: C3H5BrN3
Source: the Open Molecules 2025 dataset
Level of theory: ωB97M-V/def2-TZVPD

Net charge ... +1
Energy relative to the best compared isomer or geometry (same formula, charge and spin) ... 336.5 kJ/mol
E_LUMO (alpha / beta) ... -5.1 / -5.1 eV
Multiplicity ... 1

The geometry in XYZ format:
```
12
C3H5BrN3, DFT ωB97M-V/def2-TZVPD
C -0.29 1.76 0.18
C -2.19 0.31 0.01
C 1.17 -1.54 -0.10
N -1.54 1.32 0.15
N 0.67 0.81 0.18
N 0.23 -0.41 0.00
Br -3.63 -0.64 -0.05
H -0.07 2.81 -0.02
H 2.19 -1.35 0.19
H 0.69 -2.32 0.41
H 1.17 -1.84 -1.13
H 1.60 1.09 0.18
```

Formula: C5H8ClFO
Source: the Open Molecules 2025 dataset
Level of theory: ωB97M-V/def2-TZVPD

Structure (SMILES) ... C[C@H](F)[C@@H](O)/C=C\Cl
Energy relative to the best compared isomer or geometry (same formula, charge and spin) ... 91.7 kJ/mol
E_LUMO ... 0.9 eV
Multiplicity ... 1

The geometry in XYZ format:
```
16
C5H8ClFO, DFT ωB97M-V/def2-TZVPD
C -2.99 -0.18 -0.01
C -1.58 0.14 -0.50
C -0.66 0.81 0.52
C 0.50 1.43 -0.27
C 1.71 0.84 -0.49
H -3.32 -1.03 -0.62
H -2.91 -0.51 1.01
H -3.71 0.65 -0.17
H -1.68 0.67 -1.45
H -1.09 1.66 1.02
H -0.07 -0.96 0.96
H 0.43 2.45 -0.57
H 2.49 1.43 -0.97
O -0.28 -0.16 1.46
F -0.95 -1.11 -0.78
Cl 2.28 -0.66 0.03
```

Formula: C7H13IN2O
Source: the Open Molecules 2025 dataset
Level of theory: ωB97M-V/def2-TZVPD

Energy relative to the best compared isomer or geometry (same formula, charge and spin) ... 153.7 kJ/mol
E_LUMO (alpha / beta) ... -0.2 / -1.2 eV
Multiplicity ... 1

The geometry in XYZ format:
```
24
C7H13IN2O, DFT ωB97M-V/def2-TZVPD
C 0.98 1.10 -0.25
C 0.86 -0.32 -0.88
C -0.32 -0.14 1.49
C -0.06 1.19 0.76
C 1.08 -1.45 0.13
C -1.36 1.88 0.00
C 0.85 -2.83 -0.42
N 0.29 -1.31 1.32
N -1.86 1.01 -0.94
O -0.99 3.10 -0.61
I -3.11 -0.42 -0.36
H 1.95 1.24 0.21
H 0.77 1.83 -1.01
H -0.30 -0.38 -1.18
H 1.46 -0.52 -1.71
H -0.54 0.11 2.59
H -1.49 -0.44 1.23
H 0.14 2.04 1.49
H 2.09 -1.13 0.58
H -2.16 2.08 0.80
H 1.11 -2.78 -1.49
H -0.24 -3.07 -0.25
H 1.45 -3.63 0.06
H -0.61 2.85 -1.55
```

no.,largest force on an atom (hartree/bohr)
1,0.013
2,0.091
3,0.058
4,0.097
5,0.129
6,0.230
7,0.025
8,0.033
9,0.041
10,0.025
11,0.038
12,0.102
13,0.009
14,0.056
15,0.092
16,0.099
17,0.057
18,0.111